Entry 1:
55
Properties=species:S:1:pos:R:3:lowdin_charge:R:1 method="wB97M-V/def2-TZVPD" e_lumo_ev="-0.394 / -0.364" relative_energy_kcal_mol=13.4 spin_multiplicity=4 total_charge=0
C -0.82543 3.84024 -1.70006 -0.047
C -1.01456 2.56976 -1.09437 -0.383
N -0.06788 2.11559 -0.17523 -0.087
C 0.89502 2.96550 0.26605 -0.364
C 0.98976 4.26702 -0.18971 -0.081
C 0.13800 4.71220 -1.19594 -0.067
C -2.17181 1.81279 -1.43707 -0.339
P -2.76953 0.27589 -0.79244 0.693
Nd -0.17127 -0.26042 0.52625 1.469
P 2.52405 0.74378 1.10794 0.753
C 1.89535 2.48365 1.31132 -0.301
C -0.08860 -2.85621 0.32813 -0.347
C -1.12347 -3.50042 0.97698 -0.181
C -1.05275 -4.90547 1.13824 -0.099
C 0.04027 -5.61975 0.63489 -0.110
C 1.05759 -4.94234 -0.04152 -0.106
C 0.98469 -3.53871 -0.20616 -0.205
O -0.45132 2.25096 -5.61469 -0.075
O -0.66760 -3.05851 -4.24785 -0.057
H -1.51524 4.14823 -2.48415 0.110
H 1.77726 4.90744 0.21334 0.106
H 0.22642 5.71669 -1.58948 0.105
C -4.38149 0.77230 -0.05558 -0.284
C -3.33040 -0.75343 -2.20981 -0.276
H 2.77775 3.13779 1.28012 0.084
H 1.46162 2.56332 2.32209 0.094
H -0.74244 1.32456 -5.70091 0.039
H -2.67411 2.14561 -2.36182 0.063
C 3.20414 0.37091 2.77610 -0.260
C 4.05489 1.00191 0.12428 -0.271
H -1.98815 -2.95112 1.36765 0.076
H -1.85265 -5.43123 1.65863 0.094
H 0.10476 -6.70071 0.77484 0.097
H 1.91890 -5.48466 -0.43610 0.092
H 1.77924 -3.02696 -0.75516 0.038
H 1.73213 -0.93059 -0.40790 -0.060
H 0.25944 -3.30684 -4.27901 0.031
H -0.59659 -2.33005 -3.61602 0.011
H 0.43025 2.26220 -5.21118 0.034
H 2.45684 -0.92806 -0.59141 0.070
H -5.13530 0.96328 -0.83198 0.046
H -4.70571 -0.03959 0.60352 0.030
H -4.22184 1.68830 0.52778 0.042
H -3.95086 -0.16887 -2.90200 0.048
H -2.46954 -1.16164 -2.75325 0.015
H -3.92013 -1.60074 -1.83067 0.048
H 4.83621 1.55345 0.67322 0.055
H 4.44753 0.01298 -0.15671 0.038
H 3.81251 1.55402 -0.79506 0.054
H 4.16012 0.89626 2.94895 0.049
H 2.47141 0.63525 3.55740 0.040
H 3.37917 -0.71859 2.82029 0.048
S -0.87398 0.29209 5.52588 0.612
C -0.62488 0.16186 3.97367 -1.003
N -0.42771 0.06888 2.78538 -0.184


Entry 2:
55
Properties=species:S:1:pos:R:3:lowdin_charge:R:1 method="wB97M-V/def2-TZVPD" e_lumo_ev="-2.431 / -4.723" relative_energy_kcal_mol=0.0 spin_multiplicity=5 total_charge=+1
C -0.69269 2.61260 -2.96271 -0.064
C -0.85698 1.88855 -1.77162 -0.361
N 0.19755 1.78012 -0.93099 -0.038
C 1.40512 2.26199 -1.26548 -0.385
C 1.59050 3.03176 -2.41317 -0.063
C 0.52220 3.20964 -3.27814 -0.107
C -2.28260 1.41405 -1.43109 -0.256
P -2.96667 -0.30268 -1.53791 0.973
Pd 0.17353 0.87422 1.12140 0.761
P 2.37049 0.59602 0.72044 0.797
C 2.59004 2.06714 -0.34432 -0.292
C 0.31823 -0.78938 2.19056 -0.303
C -0.00834 -0.80859 3.68366 -0.311
C 0.21375 -2.15813 4.28146 -0.037
C 0.31647 -3.28938 3.51919 -0.086
C 0.37034 -3.21880 2.11815 -0.077
C 0.39718 -1.96466 1.47488 -0.193
O -2.45201 -1.79917 -5.56477 -0.077
O 0.58690 -0.43875 -3.01886 -0.086
H -1.55811 2.72478 -3.60868 0.108
H 2.58149 3.44895 -2.58209 0.114
H 0.63991 3.79355 -4.18414 0.099
C -2.56723 -1.19571 -0.02152 -0.222
C -4.77027 -0.09108 -1.62265 -0.213
H 3.51162 1.94158 -0.92630 0.098
H 2.72262 2.94396 0.31205 0.103
H -2.92451 1.85228 -2.16421 0.062
H -2.57293 1.79194 -0.42879 0.100
C 3.69534 0.72554 1.92828 -0.225
C 2.84394 -0.78742 -0.34384 -0.234
H -1.05921 -0.46710 3.78029 0.149
H 0.21923 -2.18476 5.37356 0.116
H 0.36003 -4.26748 4.00349 0.116
H 0.41922 -4.12616 1.51771 0.106
H 0.45327 -1.90309 0.38316 0.082
H -2.62088 -0.98651 -2.72597 0.055
H 0.27431 -1.01283 -3.74828 0.048
H -2.73193 -2.53163 -6.11935 0.037
H -1.73525 -1.36922 -6.07000 0.048
H 1.50044 -0.13577 -3.29362 0.080
H -3.45726 -1.59739 0.49646 0.072
H -1.87498 -2.02032 -0.24854 0.053
H -2.05977 -0.49079 0.66189 0.005
H -5.11309 0.71991 -0.95777 0.074
H -5.03789 0.15169 -2.65969 0.063
H -5.27747 -1.02644 -1.35215 0.062
H 3.81800 -0.56934 -0.80109 0.065
H 2.93319 -1.66754 0.30152 0.049
H 2.10249 -0.97363 -1.13265 0.026
H 4.27280 1.64458 1.74629 0.062
H 3.27755 0.75828 2.94494 -0.010
H 4.34270 -0.15694 1.82740 0.060
Se 0.84936 1.10284 6.17774 0.775
C 0.83010 0.20949 4.43518 -0.726
N 1.92043 0.78537 4.35058 -0.053


Entry 3:
54
Properties=species:S:1:pos:R:3:lowdin_charge:R:1 method="wB97M-V/def2-TZVPD" e_lumo_ev=0.645 smiles="C[C@@H]1CN(C(=O)CN2C(=O)NC3(CCCCCCC3)C2=O)C[C@H](C)O1" relative_energy_kcal_mol=375.1 spin_multiplicity=1 total_charge=0
C -0.17713 -2.15486 -5.65656 -0.034
C 0.92700 -1.98850 -4.62340 -0.155
C 0.17483 -0.98804 -3.42166 0.016
N 1.24030 -0.45965 -2.47521 -0.040
C 1.42323 -0.44575 -1.19922 -0.501
O 2.40623 -0.16638 -0.58005 0.090
C 0.55609 -1.57230 -0.43397 0.110
N -0.47978 -0.53165 0.34584 0.097
C -0.96824 0.74804 -0.06757 -0.646
O -1.22428 0.74843 -1.21907 0.122
N -1.57224 1.21464 0.85722 0.224
C -1.23508 0.45522 2.18819 -0.312
C 0.01349 1.38206 3.02936 -0.009
C -0.57205 2.63933 3.80638 -0.187
C -1.02581 2.29877 5.27390 -0.178
C -2.56324 1.85211 5.49497 -0.273
C -2.98699 0.52713 5.44035 -0.237
C -2.15327 -0.35339 4.49764 -0.144
C -2.26765 0.13030 3.01009 -0.189
C -0.42694 -0.59709 1.69141 -0.398
O 0.14849 -1.45816 2.49124 0.004
C 2.09540 0.28217 -3.10633 -0.176
C 2.75961 -0.48725 -4.25370 -0.452
C 3.81223 0.24285 -5.14359 -0.021
O 1.84270 -0.90122 -5.14129 -0.127
H 0.34410 -2.60776 -6.42535 0.047
H -1.04762 -2.79027 -5.25143 0.109
H -0.76514 -1.17113 -5.82572 0.126
H 1.38235 -2.54573 -4.00476 0.068
H -0.54766 -1.73066 -2.98071 0.119
H -0.19931 -0.11090 -3.64743 0.065
H -0.45314 -1.94058 -1.11319 0.152
H 0.99736 -2.40514 0.33059 0.167
H -1.96675 2.22745 0.87786 0.226
H 0.58559 0.89716 3.80705 0.110
H 0.46938 1.67811 2.32068 -0.014
H -1.67249 3.09880 3.31464 0.157
H 0.17624 3.46849 3.78689 0.101
H -0.95994 3.42977 5.71933 0.150
H -0.32085 1.50604 5.64812 0.106
H -2.77143 2.19843 6.45270 0.084
H -3.05674 2.50280 4.72441 0.109
H -2.36076 0.18374 6.43167 0.177
H -3.83571 0.23957 5.60658 0.021
H -0.89116 -0.31839 4.61835 0.163
H -2.64218 -1.45116 4.48877 0.153
H -2.96735 1.06375 3.17315 0.141
H -3.03456 -0.55357 2.39804 0.175
H 2.88402 0.58837 -2.55091 0.110
H 1.77661 1.08610 -3.72583 0.142
H 3.24660 -1.40435 -3.98244 0.142
H 4.08781 -0.28433 -6.05285 0.061
H 3.11031 1.24148 -5.50236 0.145
H 4.71143 0.60988 -4.49359 0.105


Entry 4:
56
Properties=species:S:1:pos:R:3:lowdin_charge:R:1 method="wB97M-V/def2-TZVPD" e_lumo_ev=0.379 smiles="CO[C@@H]1[C@@H](N)[C@@H](O)[C@@H](O)[C@H]1O.CNC(=O)[C@H](Cc1ccccc1)NC(C)=O" relative_energy_kcal_mol=30.7 spin_multiplicity=1 total_charge=0
C -2.12037 2.33452 2.60432 -0.076
O -1.58544 2.47362 3.92755 -0.137
C -0.16542 2.25411 4.01860 -0.251
C 0.26687 2.14821 5.48536 -0.256
N 0.14253 0.77819 6.01809 0.066
C 1.72400 2.65652 5.54263 -0.243
O 2.67507 1.59910 5.80789 -0.050
C 2.00563 3.29969 4.17471 -0.244
O 2.85230 2.43038 3.39508 -0.025
C 0.64702 3.43935 3.49364 -0.260
O 0.85522 3.42346 2.08116 -0.037
H -1.84069 1.36951 2.17163 0.075
H -1.76101 3.13423 1.94949 0.086
H -3.21223 2.38898 2.64171 0.089
H 0.12297 1.34058 3.48799 0.159
H -0.36969 2.82286 6.07086 0.160
H 0.10964 0.79053 7.03613 0.079
H 0.93582 0.21626 5.70599 0.073
H 1.79325 3.41416 6.33109 0.151
H 3.57306 1.96604 5.90707 0.121
H 2.47302 4.28438 4.28765 0.156
H 2.84060 1.54508 3.81393 0.106
H 0.15726 4.37196 3.79569 0.173
H 1.68161 2.92129 1.92730 0.080
C -1.55047 -5.67698 -5.31110 -0.050
N -1.22518 -4.70802 -4.26432 0.018
C -1.80462 -3.50583 -4.13144 -0.471
O -2.67100 -3.11584 -4.90768 0.057
C -1.29545 -2.59301 -2.99354 -0.193
C -1.67827 -1.10594 -3.16659 -0.102
C -0.90691 -0.10525 -2.32025 -0.217
C -0.78779 -0.27230 -0.92539 -0.039
C -0.02254 0.63435 -0.16966 -0.071
C 0.60864 1.71912 -0.80345 -0.074
C 0.47214 1.90288 -2.18823 -0.067
C -0.28277 0.99215 -2.94474 -0.040
N 0.13455 -2.76946 -2.66983 0.097
C 1.20487 -2.66038 -3.45930 -0.546
C 1.08350 -2.18837 -4.89541 0.031
O 2.30317 -2.95508 -3.01755 0.038
H -1.87172 -5.15880 -6.21759 0.086
H -0.67583 -6.28484 -5.54628 0.084
H -2.36149 -6.32517 -4.97635 0.084
H -0.49479 -4.94628 -3.61050 0.135
H -1.83616 -2.93190 -2.11036 0.150
H -2.74071 -0.99513 -2.94545 0.128
H -1.54863 -0.83627 -4.21492 0.105
H -1.27370 -1.10207 -0.43411 0.106
H 0.07934 0.50116 0.89789 0.084
H 1.19529 2.42015 -0.23037 0.083
H 0.95310 2.74157 -2.67170 0.099
H -0.37450 1.13582 -4.01172 0.104
H 0.36280 -2.99909 -1.71559 0.148
H 2.08352 -2.11349 -5.32079 0.089
H 0.61974 -1.20628 -4.91764 0.070
H 0.50087 -2.89448 -5.48159 0.079